This record from the Open Molecules 2025 dataset describes C42H37N3P2Sm as an isolated structure at a distorted geometry. The level of theory is ωB97M-V with the def2-TZVPD basis set.

Calculated values
charge	+1
frontier orbital gap (spin up / spin down)	6.054 / 6.055	eV
multiplicity	6
HOMO (spin up / spin down)	-9.69 / -9.68	eV
LUMO energy (spin up / spin down)	-3.635 / -3.629	eV
expectation value of S²	8.7608

Each line ends with the Löwdin spin population.
Positions of all 85 atoms, in Å:
Sm1 -0.1459 -0.5839 -0.7586  5.066
C1 -1.4408 -1.9555 2.4216  0.000
P1 -0.3708 -0.4703 2.2489  -0.003
C2 0.8270 -0.7955 3.5383  0.000
C3 1.9282 -1.5988 3.2322  0.000
C4 2.6955 -2.1150 4.2725  0.000
C5 2.4612 -1.7169 5.5943  0.000
C6 1.5190 -0.6929 5.8308  0.000
C7 0.6879 -0.2904 4.7881  0.000
C8 -1.3138 0.8849 2.7896  0.000
C9 -2.6358 0.7693 3.3069  0.000
C10 -3.4713 1.8579 3.5631  0.000
C11 -3.0030 3.1043 3.4104  0.000
C12 -1.6411 3.2869 2.9892  0.000
C13 -0.8810 2.2016 2.5780  0.000
C14 -2.4395 -1.9997 1.2967  0.002
C15 -3.9039 -2.3521 1.4050  0.000
C16 -4.3846 -2.2336 0.1405  0.001
C17 -3.3482 -1.7611 -0.7303  0.000
C18 -3.3205 -1.8380 -2.0596  0.000
P2 -0.1449 0.4861 -3.3105  -0.018
C19 -1.5399 1.3216 -2.4190  -0.002
C20 -1.8696 1.7292 -1.0855  -0.002
C21 -3.1804 2.0450 -0.7249  0.000
C22 -4.2287 1.9982 -1.6328  -0.001
C23 -3.9438 1.5989 -2.9313  -0.001
C24 -2.6170 1.3729 -3.3108  -0.001
C25 1.7001 0.9979 -2.9915  -0.002
C26 3.3669 2.1757 -2.3477  0.000
C27 4.6043 1.6799 -3.0036  0.000
C28 4.6623 0.6997 -3.8862  0.000
C29 3.5778 -0.2032 -4.2645  0.000
C30 2.2992 -0.0523 -3.9172  0.000
N1 -2.1567 -1.5868 0.0897  -0.010
H1 -1.8878 -2.0412 3.4041  0.000
H2 -0.7827 -2.7868 2.2953  0.000
H3 2.1481 -1.9015 2.1968  0.000
H4 3.5869 -2.7224 4.0057  0.000
H5 3.0226 -2.0507 6.4599  0.000
H6 1.4836 -0.2659 6.8670  0.000
H7 -0.0482 0.4956 4.8884  0.000
H8 -2.9780 -0.2648 3.5825  0.000
H9 -4.4783 1.6421 3.9898  0.000
H10 -3.6703 3.9193 3.4852  0.000
H11 -1.2963 4.2969 2.8431  0.000
H12 0.1397 2.3216 2.2980  0.000
H13 -4.3098 -2.7143 2.3119  0.000
H14 -5.3834 -2.4040 -0.2352  0.000
H15 -4.2419 -2.0371 -2.5996  0.000
H16 -2.4601 -1.5830 -2.5903  0.000
H17 -1.1313 1.8726 -0.3390  0.000
H18 -3.3839 2.2879 0.3205  0.000
H19 -5.2548 2.3487 -1.4076  0.000
H20 -4.7148 1.6142 -3.6474  0.000
H21 -2.4231 1.0275 -4.3324  0.000
H22 3.5964 3.0626 -1.7736  0.000
H23 5.5467 2.1712 -2.8011  0.000
H24 5.5849 0.5447 -4.4469  0.000
H25 3.9614 -0.9437 -4.9541  0.000
H26 1.5980 -0.7219 -4.3775  0.000
C31 3.2175 -0.1695 -1.1961  -0.001
N2 2.1790 -1.1737 -0.9144  -0.011
C32 2.5030 -2.4042 -0.9704  0.001
C33 1.5241 -3.4469 -0.7673  0.000
C34 1.6568 -4.7770 -0.5604  -0.001
C35 0.3718 -5.2541 -0.3107  -0.001
C36 -0.4878 -4.1576 -0.3539  0.000
N3 0.2409 -3.0529 -0.6486  -0.010
C37 2.5196 1.0744 -1.6428  0.000
C38 2.1985 2.4294 -3.3328  -0.001
C39 1.2762 3.5666 -3.0251  -0.002
C40 0.8378 3.8183 -1.7826  0.000
C41 1.1226 3.0074 -0.5967  -0.002
C42 1.7570 1.8372 -0.5735  0.000
H27 3.9049 -0.5353 -1.9563  0.000
H28 3.7149 0.1412 -0.2520  0.000
H29 3.5269 -2.7111 -1.1677  0.000
H30 2.6085 -5.2793 -0.6191  0.000
H31 0.2140 -6.2737 0.1850  0.000
H32 -1.4774 -4.0691 -0.0204  0.000
H33 2.4068 2.5460 -4.4126  0.000
H34 0.9813 4.2763 -3.7978  0.000
H35 0.1986 4.7511 -1.5651  0.000
H36 0.5837 3.3771 0.3484  0.000
H37 1.8489 1.3481 0.3675  0.000

=====

This record from the Open Molecules 2025 dataset describes C7H24F2HfN12O9 as an isolated structure at a distorted geometry. The level of theory is ωB97M-V with the def2-TZVPD basis set.

Calculated values
charge	0
frontier orbital gap	3.373	eV
HOMO	-9.09	eV
LUMO energy	-5.715	eV
energy above the lowest of the compared OMol25 structures with the same formula, charge and spin	2216.61	kJ/mol

Each line ends with the natural charge from an NBO analysis.
Positions of all 55 atoms, in Å:
Hf1 17.3601 -21.0096 -12.3816  1.633
F1 17.2781 -23.1382 -15.0017  -0.722
F2 18.8316 -19.1657 -14.7343  -0.796
C1 17.4963 -18.4087 -9.6754  0.860
O1 18.4961 -18.6744 -10.3520  -0.266
O2 16.7815 -18.1848 -10.6749  -0.326
O3 17.2434 -19.5701 -9.3990  -0.385
C2 17.1714 -13.4682 -12.4034  0.750
O4 16.7539 -12.3010 -12.4324  -0.665
N1 17.0048 -14.3229 -13.4013  -0.830
N2 17.9334 -13.9714 -11.4375  -0.825
H1 17.4368 -15.2331 -13.3314  0.382
H2 16.4419 -14.0785 -14.2035  0.416
H3 18.0505 -13.4697 -10.5688  0.410
H4 17.8248 -14.9755 -11.4282  0.362
C3 21.2705 -15.8357 -17.1819  0.717
O5 21.5675 -14.8946 -17.9330  -0.711
N3 22.0018 -16.7559 -16.7818  -0.797
N4 20.1045 -15.9713 -16.7923  -0.797
H5 21.5458 -17.4439 -16.1997  0.386
H6 22.7369 -16.9629 -17.4428  0.408
H7 19.7826 -16.7159 -16.1905  0.391
H8 19.5149 -15.1651 -16.9422  0.402
C4 22.8134 -15.9941 -11.0441  0.739
O6 23.6964 -15.1991 -11.3452  -0.676
N5 22.3619 -16.2785 -9.8495  -0.838
N6 22.2233 -16.6715 -11.9672  -0.811
H9 21.6542 -16.9991 -9.8530  0.379
H10 22.7292 -15.6926 -9.1134  0.423
H11 21.5117 -17.2985 -11.6198  0.360
H12 22.4048 -16.5144 -12.9482  0.424
C5 22.7998 -21.9743 -13.1821  0.756
O7 21.6436 -21.8884 -12.7853  -0.717
N7 22.9560 -21.9551 -14.4703  -0.806
N8 23.8778 -22.0818 -12.4008  -0.837
H13 22.2216 -22.2824 -15.0816  0.424
H14 23.9201 -22.0177 -14.7648  0.367
H15 24.8054 -22.0426 -12.7985  0.399
H16 23.6297 -22.0211 -11.4236  0.416
C6 19.1911 -21.1820 -19.8925  0.758
O8 19.6120 -21.3754 -21.0517  -0.666
N9 19.3701 -22.0779 -18.8530  -0.860
N10 18.9236 -20.0010 -19.3706  -0.835
H17 18.8938 -22.0189 -17.9643  0.393
H18 19.4054 -23.0304 -19.1869  0.391
H19 18.8862 -19.9708 -18.3617  0.405
H20 18.7779 -19.2645 -20.0462  0.412
C7 13.4224 -19.3872 -15.5936  0.762
O9 14.0406 -19.6626 -14.6322  -0.667
N11 12.2372 -18.8558 -15.6806  -0.819
N12 13.8700 -19.2521 -16.8220  -0.823
H21 11.9524 -18.6998 -16.6370  0.366
H22 11.7083 -18.4354 -14.9298  0.404
H23 13.2419 -18.8620 -17.5101  0.371
H24 14.8353 -19.4454 -17.0479  0.409

=====

This record from the Open Molecules 2025 dataset describes a 2-piece molecular cluster, C3H10NO2 overall at a distorted geometry. The level of theory is ωB97M-V with the def2-TZVPD basis set.

Calculated values
charge	0
frontier orbital gap (spin up / spin down)	10.415 / 7.090	eV
multiplicity	2
HOMO (spin up / spin down)	-9.69 / -9.68	eV
LUMO energy (spin up / spin down)	0.729 / -2.594	eV
energy above the lowest of the compared OMol25 structures with the same formula, charge and spin	77.38	kJ/mol
expectation value of S²	0.7585

Each line ends with the Löwdin spin population.
Positions of all 16 atoms, in Å:
C1 -0.3939 0.1730 0.6986  0.015
N1 -0.1539 0.9813 -0.5138  0.334
C2 1.0508 0.7031 -1.3232  0.009
O1 0.8830 -0.6019 -1.7247  0.612
C3 -1.5216 0.7693 1.5250  0.008
H1 0.5715 0.0708 1.2018  0.000
H2 -0.6798 -0.8312 0.3488  0.006
H3 -1.0035 1.0651 -1.0316  0.005
H4 1.1041 1.4674 -2.1193  0.002
H5 1.9260 0.9594 -0.6555  0.004
H6 -1.3882 1.8155 1.8252  0.000
H7 -2.4414 0.7262 0.9171  0.000
H8 -1.6367 0.3319 2.5075  0.001
H9 0.8029 -3.0793 -0.1627  0.001
H10 1.2393 -1.7555 -0.9220  0.001
O2 1.6413 -2.7951 -0.5712  0.002